Molecular formula: C33H54AsClFeIN2OSi3
Method: DFT, ωB97M-V/def2-TZVPD

Calculated values
total energy: -6600.40683 a.u.
⟨S²⟩: 6.010
2S+1: 5
frontier orbital gap (alpha / beta): 7.5 / 7.3 eV
lowest unoccupied orbital energy (alpha / beta): -2.4 / -2.5 eV
M: 872.19 g mol⁻¹
total charge: +1
HOMO energy (alpha / beta): -9.85 / -9.86 eV

Cartesian coordinates (Å):
Fe  -13.11147  -8.47831  6.91719
C  -11.32506  -11.21074  4.76703
C  -11.16205  -9.83890  5.32514
C  -11.87289  -8.73227  4.73291
C  -13.01361  -8.99281  3.76997
C  -11.40206  -7.43358  4.90062
C  -12.11142  -6.26282  4.22530
C  -10.24078  -7.16929  5.62925
C  -9.63417  -5.77895  5.61845
C  -9.67015  -8.21437  6.38966
C  -8.54195  -7.92884  7.35132
C  -10.17119  -9.54127  6.23430
C  -9.40324  -10.60501  6.95733
H  -10.58587  -11.92809  5.18441
H  -11.20033  -11.20521  3.66045
H  -12.33493  -11.57468  4.87034
H  -13.49560  -9.96286  3.92555
H  -12.66359  -8.90423  2.73771
H  -13.79188  -8.24561  3.91378
H  -13.15788  -6.47535  4.07408
H  -11.64080  -6.04192  3.28670
H  -12.11774  -5.34087  4.85532
H  -10.00392  -5.21600  6.49431
H  -9.85534  -5.24646  4.73493
H  -8.53988  -5.85165  5.77081
H  -8.74010  -8.40913  8.29689
H  -8.41887  -6.86735  7.48358
H  -7.63130  -8.35946  6.98891
H  -9.30315  -10.38143  8.05550
H  -8.39159  -10.70223  6.57287
H  -9.88230  -11.55724  7.00278
Cl  -15.11263  -1.95888  7.64977
C  -14.32846  -3.48156  7.74226
C  -13.27968  -3.63074  8.59585
C  -12.56056  -4.83404  8.66918
I  -11.05023  -5.06006  10.05082
C  -12.84216  -5.86762  7.81965
O  -12.15514  -6.94622  7.72629
C  -14.12451  -5.78749  7.08814
N  -14.64627  -6.90494  6.52285
C  -15.82049  -6.82897  5.91634
C  -16.54870  -5.63535  5.68382
C  -16.01693  -4.52287  6.22975
C  -14.81290  -4.57914  6.95054
H  -12.93978  -2.79534  9.22811
H  -16.17772  -7.79931  5.49273
H  -17.51834  -5.76188  5.16182
H  -16.47684  -3.57675  6.08062
C  -13.81502  -8.88816  12.75687
C  -12.85810  -8.42524  11.68556
C  -13.18525  -8.69276  10.27934
N  -13.45352  -8.86221  9.16996
H  -13.48377  -8.48055  13.72835
H  -13.80805  -9.99224  12.81384
H  -14.84190  -8.59367  12.59621
H  -11.90142  -8.79015  11.89066
H  -12.72311  -7.34709  11.74547
C  -17.44519  -12.58708  5.27125
Si  -15.95377  -11.56809  4.82218
C  -16.39737  -10.32003  3.53095
C  -14.74272  -12.83675  4.07337
As  -15.08009  -10.41063  6.64860
Si  -14.27462  -12.05652  8.29019
C  -14.85605  -13.78753  7.85019
C  -14.85571  -11.65482  10.00737
C  -12.44755  -11.91066  8.09598
Si  -17.11250  -9.73985  7.81913
C  -16.76428  -8.27138  8.95984
C  -18.43575  -9.09490  6.59255
C  -17.86077  -11.28727  8.55439
H  -17.79406  -13.09821  4.33815
H  -18.25103  -12.03994  5.69377
H  -17.22535  -13.36922  6.01267
H  -17.11305  -10.76609  2.80038
H  -15.60132  -9.93860  2.92938
H  -16.92560  -9.45301  3.90187
H  -15.32477  -13.68713  3.71576
H  -13.96010  -13.20596  4.76797
H  -14.16994  -12.38534  3.25149
H  -15.80868  -13.98089  8.37830
H  -14.18956  -14.55113  8.23043
H  -14.95292  -13.97333  6.78238
H  -15.64558  -12.34858  10.30007
H  -15.32366  -10.67676  10.07096
H  -14.00364  -11.76497  10.65994
H  -11.93518  -10.98594  8.30161
H  -12.18689  -12.13188  7.05719
H  -11.95207  -12.68205  8.65608
H  -16.71724  -7.32032  8.45731
H  -15.86177  -8.44176  9.53642
H  -17.52604  -8.28657  9.71814
H  -18.06784  -8.20435  6.01782
H  -19.27117  -8.77993  7.25913
H  -18.72722  -9.88539  5.91626
H  -17.51329  -11.46149  9.59179
H  -17.69436  -12.18780  7.98490
H  -18.97538  -11.18407  8.57991

=====

Molecular formula: C22H50MnN2O3P2
Method: DFT, ωB97M-V/def2-TZVPD

Calculated values
total energy: -3035.36023 a.u.
⟨S²⟩: 3.873
2S+1: 4
frontier orbital gap (alpha / beta): 5.4 / 4.1 eV
lowest unoccupied orbital energy (alpha / beta): -15.9 / -17.3 eV
M: 507.54 g mol⁻¹
total charge: +4
HOMO energy (alpha / beta): -21.38 / -21.39 eV

Cartesian coordinates (Å):
Mn  0.03286  -0.04138  -0.07040
C  0.61076  -1.64440  -0.87523
O  0.97669  -2.66402  -1.32708
C  -0.72744  1.60030  1.02925
O  -1.23251  2.39958  1.70897
P  -2.06263  -0.07875  -1.39135
C  -3.58092  -0.81450  -0.56627
H  -4.41157  -0.71226  -1.27606
C  -2.70523  1.53102  -2.13296
H  -2.52893  2.24103  -1.30748
C  -1.87810  -1.18042  -2.90423
H  -1.61488  -2.14973  -2.45226
C  3.58668  -0.65137  0.19234
P  2.17797  0.12758  1.17266
H  3.17426  -0.39267  3.33364
H  3.23937  -1.69156  0.07962
C  2.89373  1.82584  1.59855
H  3.97418  1.62447  1.66090
C  -1.93489  2.02953  -3.36386
H  -2.42000  1.70692  -4.29680
H  -0.88886  1.71259  -3.38757
H  -1.94002  3.12836  -3.37246
C  -4.21169  1.52153  -2.43897
H  -4.43368  2.28414  -3.19888
H  -4.80933  1.74953  -1.54948
H  -4.54231  0.55723  -2.84511
C  -3.13074  -1.37419  -3.76690
H  -4.01944  -1.66136  -3.19168
H  -2.93783  -2.18483  -4.48620
H  -3.36007  -0.47846  -4.36058
C  -0.69966  -0.72578  -3.77399
H  -0.23619  -1.60496  -4.24216
H  0.07862  -0.21435  -3.19307
H  -1.02818  -0.06082  -4.58462
C  -3.38719  -2.30435  -0.25366
H  -3.75825  -2.93931  -1.06988
H  -3.94756  -2.57202  0.65397
H  -2.32659  -2.54203  -0.08232
C  -3.94344  -0.02617  0.69095
H  -3.18158  -0.18356  1.46549
H  -4.90004  -0.38349  1.09816
H  -4.02600  1.05239  0.51371
C  4.96830  -0.67685  0.87041
H  4.92582  -0.74900  1.96441
H  5.56120  0.20743  0.59779
H  5.52447  -1.55472  0.50491
C  3.69249  -0.03023  -1.20241
H  3.98162  1.02769  -1.15123
C  1.10655  -0.58346  3.66047
H  2.75013  -0.11572  -1.75641
H  4.46668  -0.56076  -1.77398
C  2.52243  -2.31260  2.58327
H  0.34497  -1.35174  3.48897
H  1.31951  -0.56472  4.73220
H  0.66600  0.38262  3.42775
C  2.31760  -0.81124  2.79820
H  2.14153  -2.87238  3.44959
H  3.58304  -2.55829  2.47031
H  1.98186  -2.66136  1.69197
C  2.43983  2.40929  2.93640
H  1.36462  2.62100  2.92750
H  2.94163  3.37270  3.10376
H  2.66503  1.76848  3.79576
C  2.65866  2.85556  0.48647
H  2.85240  2.44761  -0.51068
H  3.34016  3.70594  0.64084
H  1.63072  3.24535  0.50877
H  -0.23545  -1.32996  1.30248
H  -1.02889  -1.41130  0.78700
C  -0.39094  1.99281  4.57835
N  -1.37514  0.92018  4.48299
C  -1.63236  -0.02253  3.51949
N  -2.41166  -1.13308  3.66949
O  -1.13484  0.18594  2.43037
H  -0.36017  2.59828  3.67944
H  0.59039  1.61882  4.93507
H  -0.64935  2.71531  5.36543
H  -1.83432  0.61299  5.28727
H  -2.55649  -1.83037  2.94155
H  -2.82037  -1.19237  4.56477

=====

Molecular formula: C57H100Br2F5N9O4
Method: DFT, ωB97M-V/def2-TZVPD

Calculated values
total energy: -8672.88519 a.u.
frontier orbital gap: 9.4 eV
lowest unoccupied orbital energy: 0.3 eV
M: 1230.28 g mol⁻¹
SMILES: CCOCCCCC[C@@H](CCCCN(C)C(C)=O)O[C@](CC[C@](F)(Br)C(F)(F)Br)(COCF)[C@@H](F)CC.CCCC#N.CCCC#N.CCCC#N.CCCC#N.CCCC#N.CCCC#N.CCCC#N.CCCC#N
HOMO energy: -9.08 eV

Cartesian coordinates (Å):
C  -3.82592  -5.03803  -10.28478
C  -3.57230  -4.24627  -8.98802
O  -4.68255  -3.39735  -8.72565
C  -5.60982  -3.96840  -7.80994
C  -5.43554  -3.27329  -6.45112
C  -5.93296  -1.81151  -6.45980
C  -4.88537  -0.84176  -5.88103
C  -4.63009  -1.20152  -4.41838
C  -3.56612  -0.32476  -3.73613
C  -4.30726  0.93546  -3.13371
C  -4.44592  0.84176  -1.60535
C  -5.20400  2.07889  -1.06593
C  -4.50602  2.57704  0.21895
N  -4.33635  1.46767  1.16720
C  -5.58177  1.15019  1.86225
C  -3.26568  1.69329  2.04267
C  -3.43923  1.59420  3.55890
O  -2.17378  1.93878  1.62825
O  -3.04219  -1.06255  -2.62538
C  -1.63876  -1.14972  -2.55334
C  -1.44876  -1.87807  -1.19390
C  0.00894  -2.10898  -0.75835
C  0.25870  -3.45958  -0.10181
F  1.61191  -3.65961  -0.13029
Br  -0.51475  -4.95687  -1.05985
C  -0.13364  -3.43151  1.42680
F  -1.12057  -2.59661  1.64069
F  -0.39560  -4.63163  1.87095
Br  1.39441  -2.73377  2.47020
C  -0.95454  0.22137  -2.44815
O  0.44810  0.18052  -2.74589
C  1.16663  0.97755  -1.86328
F  2.31013  1.31603  -2.51407
C  -1.06299  -2.10486  -3.63416
F  -2.07827  -3.01061  -3.94445
C  -0.60167  -1.46363  -4.96455
C  -1.12507  -2.21385  -6.20732
H  -2.89302  -5.10762  -10.85063
H  -4.23702  -6.02724  -10.08303
H  -4.54097  -4.50753  -10.91451
H  -2.67997  -3.62124  -9.07673
H  -3.39000  -4.92544  -8.14879
H  -5.48202  -5.04856  -7.70028
H  -6.63427  -3.75885  -8.13643
H  -4.35937  -3.32262  -6.23373
H  -5.90730  -3.84999  -5.65001
H  -6.18445  -1.55584  -7.49090
H  -6.80946  -1.76163  -5.80685
H  -5.25733  0.18409  -5.97099
H  -3.98724  -0.92325  -6.50017
H  -4.42136  -2.25838  -4.25650
H  -5.57375  -1.01764  -3.88590
H  -2.82701  0.08481  -4.42230
H  -5.28621  1.09276  -3.58897
H  -3.67175  1.80999  -3.32783
H  -5.03223  -0.03292  -1.32717
H  -3.45834  0.86050  -1.15171
H  -6.23856  1.84873  -0.79667
H  -5.21993  2.90581  -1.78111
H  -5.04269  3.41717  0.68318
H  -3.52256  2.93903  -0.08228
H  -5.46411  0.29291  2.52361
H  -5.95957  1.97681  2.47941
H  -6.34831  0.86948  1.14154
H  -2.54606  1.96265  4.04677
H  -3.63074  0.54600  3.80337
H  -4.30308  2.16589  3.90452
H  -1.91747  -1.25329  -0.42847
H  -2.05478  -2.78329  -1.26988
H  0.27512  -1.33865  -0.03061
H  0.72163  -2.02455  -1.57850
H  -1.06626  0.54972  -1.40615
H  -1.40971  1.01361  -3.05576
H  1.44753  0.44217  -0.95152
H  0.64445  1.91351  -1.64324
H  -0.24704  -2.72976  -3.27375
H  0.48632  -1.57581  -5.00889
H  -0.76915  -0.38792  -5.03021
H  -0.64650  -1.77623  -7.06931
H  -0.73308  -3.23383  -6.12312
H  -2.20668  -2.22845  -6.26618
C  5.21295  -1.00615  4.29254
C  5.75163  -2.31915  3.73939
C  5.59657  -3.48793  4.71793
C  6.33417  -3.22241  5.96377
N  6.90421  -3.01492  6.93096
H  5.75843  -0.69240  5.18485
H  5.31771  -0.21405  3.55192
H  4.15404  -1.09354  4.55038
H  6.80470  -2.19003  3.48225
H  5.22338  -2.55962  2.81450
H  5.98212  -4.40609  4.27430
H  4.54467  -3.64662  4.96116
C  9.02659  3.32541  5.15096
C  7.62805  3.84037  4.83659
C  6.63331  2.71755  4.52656
C  7.06864  1.94728  3.35033
N  7.41212  1.35658  2.43538
H  9.46032  2.79965  4.29781
H  9.68958  4.15559  5.39469
H  9.01055  2.64502  6.00381
H  7.68103  4.52705  3.98821
H  7.25962  4.41192  5.68956
H  5.64562  3.13273  4.32316
H  6.54631  2.03886  5.37664
C  10.86684  7.60515  7.56600
C  9.45518  8.02673  7.17052
C  8.37956  7.47728  8.11173
C  8.39322  6.00718  8.10743
N  8.40352  4.86483  8.10415
H  10.98837  6.52145  7.52135
H  11.59960  8.04267  6.88698
H  11.10562  7.93517  8.57940
H  9.25411  7.69138  6.15084
H  9.39449  9.11661  7.16673
H  7.38933  7.81650  7.79240
H  8.54859  7.82796  9.13217
C  3.44605  10.62447  9.00862
C  2.86091  9.22178  8.88460
C  3.92925  8.12525  8.92905
C  4.88396  8.27919  7.82042
N  5.62505  8.39775  6.95908
H  4.11490  10.85820  8.17756
H  2.64951  11.36836  9.00347
H  4.00591  10.73474  9.94014
H  2.29944  9.15097  7.94963
H  2.15093  9.05215  9.69971
H  3.46497  7.14132  8.84985
H  4.47908  8.16491  9.87140
C  -1.32016  5.17582  10.75160
C  0.06113  4.97967  10.13665
C  1.16670  5.70534  10.91070
C  0.91550  7.15591  10.93121
N  0.71127  8.27964  10.94737
H  -1.61804  6.22542  10.74091
H  -2.06914  4.61947  10.18799
H  -1.34340  4.82338  11.78479
H  0.04577  5.33126  9.10276
H  0.29339  3.91360  10.10888
H  2.13584  5.52525  10.44403
H  1.21581  5.34434  11.93880
C  -0.13839  -1.57101  -11.22907
C  -1.59111  -1.20672  -11.51552
C  -2.04024  0.06712  -10.79265
C  -1.92673  -0.10106  -9.33612
N  -1.84727  -0.24960  -8.20687
H  0.01979  -1.78246  -10.17008
H  0.14642  -2.46463  -11.78522
H  0.53451  -0.76200  -11.52121
H  -2.23382  -2.03983  -11.22206
H  -1.72010  -1.06577  -12.59049
H  -3.07816  0.29408  -11.03689
H  -1.42798  0.91758  -11.09625
C  -3.97294  -5.48598  -2.53735
C  -5.05287  -5.27091  -1.48379
C  -6.37777  -5.95053  -1.84400
C  -6.90635  -5.41148  -3.10820
N  -7.31673  -4.99308  -4.08830
H  -4.26232  -5.04736  -3.49638
H  -3.04142  -5.01274  -2.22977
H  -3.78324  -6.53930  -2.68696
H  -5.21621  -4.19831  -1.34952
H  -4.70248  -5.66371  -0.52604
H  -7.11670  -5.78393  -1.05930
H  -6.23805  -7.02704  -1.95306
C  -0.73394  -10.16204  -4.30567
C  0.46729  -9.55129  -3.59221
C  0.12723  -9.02777  -2.19283
C  -0.89533  -7.97499  -2.27087
N  -1.68505  -7.15132  -2.33386
H  -1.52011  -9.42331  -4.47004
H  -0.44054  -10.54713  -5.28238
H  -1.15486  -10.98829  -3.72875
H  0.86892  -8.73801  -4.20002
H  1.25305  -10.30385  -3.50449
H  1.01620  -8.61279  -1.71633
H  -0.24830  -9.83471  -1.56194

=====

> Look up the total energy of the third one.

-8672.88519 a.u.

=====

> What is the total energy in the third record?

-8672.88519 a.u.